Record 1
DFT (ωB97M-V with the def2-TZVPD basis set) results for C18H31O3Si as an isolated structure.

Properties
HOMO level	-0.4229	Eh
net charge	+1
HOMO-LUMO gap	7.86	eV
spin multiplicity	1
molecular weight	323.5	g/mol
energy above the lowest of the compared OMol25 structures with the same formula, charge and spin	7.2	kJ/mol

```
53
Properties=species:S:1:pos:R:3:mulliken_charge:R:1
C 3.318 0.504 3.477 -0.73
O 1.972 0.775 3.041 -0.28
C 1.165 -0.210 2.546 -0.33
C -0.241 0.024 2.907 0.84
C -1.113 -1.060 3.136 -0.66
C -2.446 -0.813 3.391 -0.64
C -2.927 0.491 3.455 0.96
C -4.388 0.734 3.611 -1.39
C -2.038 1.562 3.356 -0.67
C -0.695 1.344 3.095 -0.62
H 3.781 1.490 3.531 0.27
H 3.300 0.051 4.476 0.30
H 3.900 -0.136 2.802 0.33
H 1.537 -1.262 2.622 0.44
H -0.708 -2.073 3.093 0.40
H -3.128 -1.653 3.530 0.42
H -4.595 1.806 3.622 0.35
H -4.913 0.303 2.752 0.32
H -4.818 0.270 4.507 0.34
H -2.406 2.579 3.477 0.30
H 0.012 2.170 3.037 0.45
C -2.603 -3.861 -3.923 -1.29
C -2.141 -3.098 -2.686 -0.40
C -0.835 -2.347 -2.906 -0.50
C -0.460 -1.723 -1.573 -0.67
O 0.626 -0.713 -1.733 -0.24
C 0.976 0.004 -0.656 0.55
C 1.227 -0.538 0.643 -0.38
O 1.258 1.265 -0.896 -0.12
Si 2.047 2.213 -2.088 0.11
C 1.194 3.806 -1.765 -0.96
C 3.832 2.101 -1.607 -0.98
C 1.765 1.604 -3.802 -0.94
H -3.542 -4.379 -3.722 0.36
H -2.771 -3.179 -4.763 0.32
H -1.860 -4.608 -4.219 0.34
H -2.913 -2.373 -2.393 0.32
H -2.012 -3.776 -1.830 0.34
H -0.040 -3.046 -3.202 0.31
H -0.949 -1.611 -3.715 0.38
H -1.286 -1.166 -1.113 0.42
H -0.114 -2.523 -0.909 0.28
H 2.327 -0.401 0.855 0.07
H 0.937 -1.595 0.627 0.33
H 1.653 4.626 -2.327 0.36
H 0.145 3.713 -2.075 0.31
H 1.231 4.038 -0.695 0.29
H 4.467 2.762 -2.216 0.37
H 3.958 2.376 -0.550 0.30
H 4.173 1.066 -1.753 0.32
H 2.397 2.174 -4.500 0.37
H 2.025 0.541 -3.879 0.30
H 0.718 1.751 -4.092 0.30
```

***

Record 2
DFT (ωB97M-V with the def2-TZVPD basis set) results for C18H32As4Cl3ReS4Si as an isolated structure.

Properties
HOMO level	-0.2907	Eh
HOMO-LUMO gap	7.13	eV
spin multiplicity	1
molecular weight	997.1	g/mol
energy above the lowest of the compared OMol25 structures with the same formula, charge and spin	137.1	kJ/mol

```
63
Properties=species:S:1:pos:R:3:mulliken_charge:R:1
Re 1.140 0.557 1.014 0.41
S 1.978 -3.532 6.331 -0.30
As 2.791 -2.170 5.156 0.42
S 2.075 -2.266 3.113 -0.03
S 2.794 -0.661 2.069 -0.21
S 4.136 -0.744 5.474 -0.28
C -1.376 -2.166 2.824 -1.03
As -0.596 -1.807 1.106 0.34
C 0.200 -3.550 0.613 -0.86
C -2.241 -1.795 0.071 -2.02
C -2.247 -1.067 -1.319 2.38
C -3.645 -1.269 -1.908 -2.34
C -2.007 0.418 -1.137 -1.69
As -0.247 1.287 -0.946 0.61
C -0.754 3.124 -1.032 -1.03
C 0.805 1.014 -2.562 -1.06
C -1.281 -1.716 -2.378 -1.64
As -1.650 -3.512 -2.982 0.23
C 0.203 -3.819 -3.464 -1.19
C -2.028 -2.989 -4.863 -1.14
H -2.089 -3.040 2.727 0.39
H -1.963 -1.333 3.154 0.36
H -0.604 -2.415 3.583 0.24
H -0.377 -4.355 1.039 0.41
H 1.234 -3.652 0.927 0.47
H 0.220 -3.660 -0.524 -0.04
H -3.015 -1.343 0.757 0.59
H -2.490 -2.858 -0.044 0.58
H -4.505 -0.884 -1.397 0.45
H -3.978 -2.289 -1.936 0.56
H -3.728 -0.865 -2.924 0.45
H -2.448 0.781 -0.153 0.22
H -2.581 0.944 -1.906 0.64
H -1.845 3.135 -0.897 0.39
H -0.450 3.525 -2.015 0.37
H -0.277 3.664 -0.233 0.23
H 0.494 1.580 -3.454 0.39
H 0.773 -0.008 -2.831 0.18
H 1.799 1.422 -2.315 0.39
H -0.294 -1.728 -1.876 0.20
H -1.247 -1.026 -3.209 1.02
H 0.748 -4.450 -2.783 0.34
H 0.775 -2.878 -3.447 0.33
H 0.350 -4.213 -4.469 0.42
H -3.016 -2.476 -4.931 0.28
H -2.030 -3.832 -5.555 0.41
H -1.214 -2.281 -5.124 0.34
C 1.945 2.101 1.077 -0.48
C 2.593 3.300 1.419 0.94
C 2.645 4.429 0.554 -0.06
C 3.192 5.637 0.997 -0.95
C 3.581 5.704 2.287 -0.19
C 3.542 4.615 3.184 -0.68
C 3.078 3.411 2.751 -0.20
H 2.254 4.329 -0.455 0.36
H 3.171 6.400 0.283 0.46
H 3.948 6.677 2.681 0.30
H 3.827 4.770 4.178 0.48
H 2.919 2.486 3.368 0.33
Cl -2.386 1.088 2.341 -0.37
Si -0.265 1.571 2.587 0.58
Cl 0.022 1.019 4.613 -0.36
Cl -0.355 3.660 2.786 -0.33
```

***

Record 3
DFT (ωB97M-V with the def2-TZVPD basis set) results for C18H32BBrNO5PTa as an isolated structure.

Properties
HOMO level	-0.1564	Eh
net charge	-1
HOMO-LUMO gap	6.49	eV
spin multiplicity	1
molecular weight	645.1	g/mol

```
60
Properties=species:S:1:pos:R:3:mulliken_charge:R:1
C 3.270 2.144 2.451 -1.20
C 1.966 2.055 3.262 -0.27
B 0.657 2.191 2.378 0.04
O -0.215 3.232 2.733 -0.61
Ta -0.020 0.953 0.418 1.07
Br 1.852 2.099 -0.971 -0.48
C -0.619 -0.678 -1.099 -0.71
C -0.589 -0.203 -2.552 -0.51
C -1.012 -1.304 -3.531 -0.81
C 0.088 -2.332 -3.780 -0.58
O 0.308 -2.439 -5.209 -0.33
C 1.475 -3.040 -5.580 0.73
C 1.282 -4.461 -6.032 -1.00
O 2.528 -2.480 -5.548 -0.53
C -1.546 2.504 -0.268 -1.09
C -1.009 3.858 -0.637 -0.65
O -2.071 4.874 -0.501 -0.37
C -1.765 6.093 -0.907 0.21
O -2.450 7.057 -0.726 -0.52
C -1.732 0.291 1.737 -1.83
C -1.441 -0.800 2.712 0.48
C -0.581 -0.604 3.805 0.24
C -0.296 -1.624 4.703 -0.76
C -0.865 -2.886 4.535 -0.43
C -1.726 -3.100 3.464 -0.61
C -2.011 -2.072 2.569 -0.49
P 1.504 -1.017 1.301 0.23
N 2.618 -1.268 0.168 -0.74
H 3.259 3.004 1.779 0.26
H 4.134 2.244 3.110 0.36
H 3.424 1.264 1.824 0.29
H 1.959 1.106 3.806 0.26
H 1.964 2.853 4.015 0.34
H -0.963 2.958 3.269 0.34
H 0.101 -1.501 -1.006 0.31
H -1.596 -1.116 -0.861 0.40
H -1.249 0.655 -2.703 0.23
H 0.428 0.102 -2.812 0.27
H -1.880 -1.816 -3.107 0.27
H -1.292 -0.883 -4.496 0.40
H 1.021 -2.030 -3.297 0.44
H -0.184 -3.322 -3.406 0.27
H 1.214 -5.092 -5.145 0.25
H 0.373 -4.575 -6.615 0.34
H 2.149 -4.770 -6.610 0.33
H -2.162 2.101 -1.078 0.49
H -2.214 2.657 0.585 0.42
H -0.671 3.883 -1.675 0.44
H -0.192 4.174 0.008 0.36
H -0.824 6.141 -1.481 0.32
H -2.506 -0.047 1.040 0.64
H -2.140 1.168 2.246 0.56
H -0.119 0.365 3.943 0.29
H 0.382 -1.443 5.527 0.38
H -0.639 -3.690 5.222 0.37
H -2.190 -4.068 3.316 0.36
H -2.684 -2.254 1.740 0.29
H 2.134 -0.715 2.539 0.03
H 0.766 -2.184 1.618 -0.02
H 2.599 -2.215 -0.191 0.22
```

***

Record 4
DFT (ωB97M-V with the def2-TZVPD basis set) results for C18H32BCoN8 as an isolated structure.

Properties
HOMO level (spin up / spin down)	-0.5470 / -0.5470	Eh
net charge	+2
HOMO-LUMO gap (spin up / spin down)	6.10 / 6.10	eV
spin multiplicity	1
molecular weight	430.3	g/mol
energy above the lowest of the compared OMol25 structures with the same formula, charge and spin	7.1	kJ/mol

```
60
Properties=species:S:1:pos:R:3:mulliken_charge:R:1
Co 0.577 -0.750 0.111 -0.03
C -1.661 -2.766 2.313 -1.79
C -2.052 -1.419 1.825 0.81
C -3.214 -0.716 2.111 -1.43
C -3.130 0.476 1.383 1.06
C -4.116 1.569 1.348 -1.32
N -1.966 0.456 0.711 0.73
N -1.296 -0.684 0.989 -0.01
B -1.438 1.467 -0.317 -0.63
N -0.090 2.008 0.191 1.14
N 0.957 1.196 0.452 -0.08
C 1.985 1.961 0.875 0.75
C 3.321 1.445 1.263 -1.28
C 1.573 3.287 0.881 -1.70
C 0.250 3.283 0.441 1.22
C -0.640 4.443 0.271 -1.32
N -1.192 0.700 -1.627 0.76
N -0.424 -0.412 -1.658 -0.04
C -0.494 -0.936 -2.895 0.72
C 0.183 -2.198 -3.281 -1.73
C -1.295 -0.116 -3.679 -1.48
C -1.727 0.916 -2.841 1.14
C -2.600 2.048 -3.199 -1.32
H -2.551 -3.331 2.577 0.42
H -1.113 -3.310 1.547 0.35
H -1.054 -2.696 3.215 0.34
H -4.010 -1.010 2.760 0.53
H -4.930 1.347 2.032 0.36
H -3.658 2.516 1.632 0.28
H -4.529 1.696 0.348 0.29
H -2.204 2.334 -0.483 0.00
H 3.385 0.365 1.166 -0.02
H 4.088 1.907 0.643 0.36
H 3.536 1.726 2.293 0.36
H 2.145 4.146 1.164 0.54
H -0.109 5.349 0.548 0.36
H -0.974 4.526 -0.761 0.27
H -1.526 4.344 0.895 0.27
H 0.465 -2.769 -2.400 0.33
H -0.486 -2.805 -3.886 0.44
H 1.060 -1.994 -3.894 0.32
H -1.535 -0.238 -4.714 0.53
H -2.820 2.010 -4.262 0.36
H -3.537 2.016 -2.644 0.29
H -2.119 2.997 -2.973 0.28
N 1.517 -1.709 1.900 -0.43
C 2.401 -2.887 1.803 -0.69
C 3.589 -2.658 0.878 -0.45
C 3.197 -2.599 -0.594 -0.67
N 2.458 -1.369 -0.945 -0.44
H 2.038 -0.964 2.366 0.30
H 0.754 -1.957 2.530 0.16
H 1.810 -3.727 1.435 0.35
H 2.779 -3.149 2.795 0.47
H 4.282 -3.489 1.006 0.39
H 4.121 -1.749 1.162 0.22
H 2.568 -3.459 -0.834 0.33
H 4.107 -2.669 -1.199 0.47
H 2.246 -1.419 -1.940 0.24
H 3.097 -0.580 -0.830 0.30
```

***

Record 5
DFT (ωB97M-V with the def2-TZVPD basis set) results for C18H32BCoN8 as an isolated structure.

Properties
HOMO level	-0.5499	Eh
net charge	+2
HOMO-LUMO gap	6.95	eV
spin multiplicity	1
molecular weight	430.3	g/mol
energy above the lowest of the compared OMol25 structures with the same formula, charge and spin	0.0	kJ/mol

```
60
Properties=species:S:1:pos:R:3:mulliken_charge:R:1
Co 0.709 -0.519 -0.412 -0.62
C 3.516 2.094 0.241 -1.53
C 2.244 1.859 1.008 1.19
C 1.970 2.589 2.155 -1.53
C 0.692 2.242 2.555 0.82
C -0.119 2.759 3.691 -1.26
N 0.251 1.313 1.701 0.79
N 1.187 1.034 0.754 -0.05
B -1.189 0.874 1.413 -0.69
N -1.469 1.095 -0.100 0.22
N -0.694 0.510 -1.047 0.90
C -1.156 0.832 -2.262 0.71
C -0.555 0.330 -3.530 -0.91
C -2.254 1.667 -2.087 -1.74
C -2.427 1.811 -0.718 1.07
C -3.458 2.588 0.024 -1.38
N -1.225 -0.635 1.676 0.64
N -0.681 -1.443 0.720 0.10
C -1.210 -2.683 0.933 1.18
C -1.143 -3.933 0.098 -1.50
C -2.010 -2.640 2.064 -1.51
C -2.019 -1.327 2.496 0.80
C -2.761 -0.706 3.628 -1.26
H 3.903 3.061 0.556 0.43
H 3.397 2.164 -0.836 0.44
H 4.296 1.363 0.477 0.34
H 2.617 3.319 2.612 0.49
H 0.501 3.380 4.331 0.37
H -0.524 1.944 4.289 0.24
H -0.953 3.363 3.333 0.30
H -1.977 1.465 2.074 -0.06
H 0.284 -0.336 -3.338 -0.16
H -0.210 1.157 -4.152 0.32
H -1.294 -0.222 -4.110 0.37
H -2.860 2.106 -2.861 0.53
H -4.122 3.080 -0.682 0.39
H -2.999 3.351 0.652 0.30
H -4.056 1.938 0.662 0.30
H -1.301 -3.763 -0.965 0.43
H -1.973 -4.564 0.408 0.41
H -0.236 -4.524 0.248 0.34
H -2.561 -3.464 2.484 0.49
H -3.204 -1.483 4.247 0.38
H -3.562 -0.062 3.265 0.29
H -2.100 -0.105 4.251 0.24
N 2.174 0.148 -1.567 -0.63
C 2.884 -0.559 -2.673 -0.67
C 3.067 -2.027 -2.363 -0.84
C 1.729 -2.723 -2.426 -0.65
N 0.820 -2.305 -1.320 -0.77
H 1.849 1.050 -1.915 0.55
H 2.883 0.381 -0.879 0.29
H 3.839 -0.057 -2.829 0.42
H 2.301 -0.442 -3.586 0.48
H 3.544 -2.168 -1.387 0.32
H 3.735 -2.470 -3.101 0.42
H 1.826 -3.808 -2.400 0.45
H 1.236 -2.464 -3.365 0.41
H 0.972 -2.918 -0.520 0.44
H -0.127 -2.516 -1.614 0.17
```

***

Record 6
DFT (ωB97M-V with the def2-TZVPD basis set) results for C18H32BN2O2P2Tc as an isolated structure.

Properties
HOMO level (spin up / spin down)	-0.4151 / -0.4154	Eh
net charge	+1
HOMO-LUMO gap (spin up / spin down)	8.28 / 5.97	eV
spin multiplicity	4
⟨S²⟩	3.80
molecular weight	479.2	g/mol

```
58
Properties=species:S:1:pos:R:3:mulliken_spin:R:1
C 3.542 1.411 -2.001 0.20
C 2.523 1.237 -1.044 -0.07
N 1.979 -0.026 -0.880 0.06
C 2.497 -1.082 -1.521 -0.01
C 3.631 -0.980 -2.317 0.17
C 4.099 0.299 -2.618 -0.04
C 2.000 2.256 -0.222 0.51
P 0.726 1.930 0.991 -0.08
Tc 0.109 -0.197 0.177 2.13
P 0.071 -2.317 -0.911 -0.11
C 1.851 -2.417 -1.283 0.00
C -1.833 -0.134 1.081 -0.14
C -1.984 0.357 2.375 0.06
C -3.251 0.375 2.983 -0.03
C -4.392 -0.060 2.315 0.07
C -4.249 -0.490 0.996 -0.04
C -3.000 -0.482 0.369 0.09
O -0.434 4.279 -4.075 0.00
O -3.247 2.866 -1.811 0.00
H 3.783 2.432 -2.293 0.00
H 4.028 -1.912 -2.730 0.00
H 4.933 0.389 -3.304 0.00
C 1.651 2.222 2.575 0.05
C -0.519 3.282 1.005 0.09
H 1.930 -3.072 -2.152 0.00
H 2.291 -2.930 -0.419 0.00
H 0.091 5.108 -3.855 0.00
H 2.562 3.202 -0.224 0.00
C -0.535 -3.691 0.053 0.00
C -0.739 -2.447 -2.556 0.00
H -1.105 0.738 2.901 0.01
H -3.326 0.715 4.010 0.00
H -5.366 -0.051 2.812 0.00
H -5.134 -0.789 0.444 0.00
H -2.923 -0.710 -0.693 -0.01
H -1.197 -0.259 -0.826 -0.01
H -4.023 2.315 -2.059 0.00
H -2.664 2.580 -2.549 0.00
H 0.133 3.715 -4.661 0.00
H -0.552 -0.542 -1.470 0.02
H 2.041 3.253 2.595 0.00
H 1.046 2.051 3.474 0.01
H 2.490 1.513 2.582 0.00
H -0.086 4.294 0.955 0.00
H -1.184 3.127 0.145 -0.04
H -1.123 3.224 1.923 0.00
H -0.422 -3.392 -3.013 0.00
H -1.836 -2.413 -2.457 0.00
H -0.430 -1.611 -3.203 0.00
H -0.406 -4.598 -0.553 0.00
H 0.013 -3.758 1.003 0.00
H -1.603 -3.535 0.269 0.00
B 1.422 -2.964 3.677 0.00
C 1.017 -1.839 2.694 0.12
N 0.702 -1.055 1.874 -0.05
H 0.369 -3.522 3.893 0.01
H 1.880 -2.375 4.627 0.01
H 2.214 -3.653 3.067 0.01
```